[1]
DFT (the ωB97M-V functional and the def2-TZVPD basis) results for C4H11N2O2P as an isolated structure.

Element x y z (Å)
C: 1.096 2.298 0.019
C: 0.088 -2.467 1.589
C: -0.615 0.592 -2.330
C: -1.050 -1.497 1.020
N: 0.827 3.033 -1.000
N: -0.922 -0.056 1.203
O: 2.218 -0.151 0.276
O: 0.537 0.120 -1.648
P: 0.914 0.508 -0.122
H: 1.577 2.702 0.880
H: 0.361 -2.039 2.516
H: -0.202 -3.537 1.500
H: 0.937 -2.525 1.002
H: -0.836 1.520 -1.822
H: -1.486 -0.039 -2.234
H: -0.486 0.839 -3.384
H: -1.383 -1.683 -0.034
H: -2.002 -1.641 1.506
H: 0.915 3.979 -1.106
H: -0.489 0.042 2.166

Forces on the atoms, in the same order (eV/Å):
-0.44 2.54 -2.55
-2.98 0.17 -1.52
-0.94 1.48 0.74
-0.11 -0.84 -0.91
-0.93 -5.16 0.60
3.90 0.97 -1.09
-2.36 1.11 -0.46
0.52 -0.42 0.95
0.09 -2.85 1.38
0.23 -0.01 1.11
0.24 -0.36 1.43
-0.48 0.71 1.08
1.87 0.83 -1.47
-0.64 0.40 -0.37
0.08 -0.64 0.17
0.78 -0.38 0.12
0.92 -0.04 0.54
-0.34 -0.77 0.81
0.90 3.02 0.77
-0.34 0.26 -1.33

HOMO level (spin up / spin down)   -8.942 / -8.941 eV
Kohn-Sham gap (spin up / spin down)   8.88 / 8.88 eV
Relative energy (zero: lowest compared OMol25 entry of this formula, charge and spin)   88.7 kcal per mole
E   -760.2680 Eh
Total charge   0


[2]
DFT (the ωB97M-V functional and the def2-TZVPD basis) results for one molecule with the formula C4H5NOS.

Element x y z (Å)
C: -2.288 -0.271 0.796
C: -1.216 -0.543 0.225
C: 0.089 -0.816 -0.348
O: -0.105 -1.195 -1.641
C: 1.056 0.416 -0.214
N: 0.658 1.320 0.670
S: 2.403 0.554 -1.112
H: -3.175 0.067 1.356
H: 0.585 -1.610 0.252
H: 0.719 -1.082 -2.109
H: 1.311 2.081 0.781
H: -0.038 1.079 1.345

Forces on the atoms, in the same order (eV/Å):
2.93 -0.39 -1.20
-4.32 1.08 2.66
0.95 0.37 1.15
-0.49 -0.55 -1.21
-1.13 -0.60 -0.01
0.89 0.17 -0.22
0.36 -0.20 -0.53
0.96 -0.56 -0.82
-0.19 0.17 -0.14
0.75 0.11 -0.40
-0.25 0.15 0.48
-0.45 0.25 0.25

HOMO level   -8.927 eV
Kohn-Sham gap   9.45 eV
Relative energy (zero: lowest compared OMol25 entry of this formula, charge and spin)   53.5 kcal per mole
E   -683.5227 Eh
SMILES   C#C[C@@H](O)C(N)=S
Total charge   0


[3]
DFT (the ωB97M-V functional and the def2-TZVPD basis) results for a 2-piece molecular cluster, C25H34N2P overall.

Element x y z (Å)
C: 1.734 -2.477 1.031
C: 2.967 -3.138 0.725
C: 4.180 -2.698 1.333
C: 5.401 -3.280 1.010
C: 5.460 -4.334 0.082
C: 4.277 -4.800 -0.510
C: 3.049 -4.219 -0.201
C: 0.489 -2.822 0.518
C: -0.649 -2.018 0.598
C: -1.913 -2.490 0.107
C: -2.932 -1.578 -0.271
C: -4.107 -2.011 -0.882
C: -4.327 -3.383 -1.098
C: -3.368 -4.314 -0.677
C: -2.188 -3.882 -0.072
H: 1.784 -1.631 1.716
H: 4.125 -1.886 2.060
H: 6.316 -2.916 1.480
H: 6.418 -4.787 -0.174
H: 4.314 -5.627 -1.225
H: 2.136 -4.582 -0.674
H: 0.413 -3.801 0.024
H: -0.565 -1.059 1.096
H: -2.747 -0.513 -0.097
H: -4.860 -1.282 -1.185
H: -5.249 -3.717 -1.580
H: -3.546 -5.383 -0.827
H: -1.455 -4.622 0.261
C: -3.937 2.232 -1.321
C: -3.030 2.882 -0.282
C: -2.973 4.388 -0.547
C: -3.553 2.640 1.129
N: -1.671 2.309 -0.396
P: -0.633 2.007 0.945
H: -0.735 0.465 0.936
N: 0.732 2.112 -0.094
C: 2.109 2.400 0.360
C: 3.087 1.528 -0.423
C: 2.208 2.116 1.855
C: 2.432 3.873 0.105
C: 0.372 2.193 -1.418
C: -0.987 2.306 -1.590
H: -3.949 1.141 -1.215
H: -4.961 2.602 -1.177
H: -3.626 2.492 -2.340
H: -2.322 4.894 0.176
H: -2.610 4.603 -1.560
H: -3.986 4.802 -0.452
H: -2.948 3.159 1.882
H: -4.574 3.039 1.191
H: -3.600 1.572 1.372
H: 3.087 1.787 -1.489
H: 4.101 1.695 -0.037
H: 2.846 0.463 -0.308
H: 1.553 2.774 2.438
H: 1.977 1.070 2.089
H: 3.241 2.308 2.174
H: 1.745 4.529 0.652
H: 3.454 4.079 0.453
H: 2.379 4.117 -0.964
H: 1.128 2.228 -2.189
H: -1.514 2.448 -2.523

Forces on the atoms, in the same order (eV/Å):
-0.34 0.10 -0.19
0.80 -0.53 -0.01
-0.39 -0.10 -0.22
-0.07 -0.10 -0.09
-0.52 0.40 0.29
-0.25 0.00 -0.03
0.19 0.24 0.21
0.13 -0.43 -0.02
0.43 -1.59 0.55
-0.98 -0.37 -0.51
0.27 0.11 0.16
0.10 -0.28 0.13
0.35 0.46 0.21
0.21 0.15 0.21
0.11 0.23 -0.35
0.08 0.09 -0.25
0.11 -0.18 -0.19
-0.30 -0.12 -0.14
-0.26 0.12 0.07
-0.01 0.34 0.27
0.39 0.03 0.04
0.00 0.68 -0.03
-0.15 0.02 -0.21
-0.12 -0.29 -0.17
0.24 -0.23 0.09
0.31 0.09 0.15
0.09 0.43 0.13
-0.34 0.23 -0.12
-0.32 -0.07 0.01
0.41 0.27 -0.06
-0.26 0.23 0.02
-0.36 0.09 0.02
-0.42 -0.06 1.28
-0.02 -0.94 -0.81
-0.06 1.33 0.03
0.25 0.02 1.32
-0.38 0.27 -0.23
0.27 -0.11 0.13
0.37 0.07 0.11
0.30 0.19 0.11
-1.97 0.20 -1.15
2.21 -0.16 -0.60
0.03 0.18 -0.05
0.20 -0.10 -0.11
-0.13 -0.12 0.21
-0.09 -0.12 -0.13
-0.04 -0.06 0.21
0.26 0.04 -0.06
-0.11 -0.14 -0.16
0.21 -0.11 0.06
0.06 0.09 -0.02
0.04 -0.15 0.25
-0.18 -0.05 -0.15
0.00 0.16 -0.08
0.12 -0.19 -0.12
-0.06 0.10 -0.03
-0.23 -0.06 0.00
0.09 -0.15 -0.12
-0.21 0.08 -0.13
-0.03 -0.06 0.22
-0.20 -0.07 -0.01
0.18 -0.11 0.04

HOMO level   -8.916 eV
Kohn-Sham gap   3.41 eV
Relative energy (zero: lowest compared OMol25 entry of this formula, charge and spin)   36.4 kcal per mole
E   -1423.5934 Eh
Total charge   +1


[4]
DFT (the ωB97M-V functional and the def2-TZVPD basis) results for one molecule with the formula C4H3NOS.

Element x y z (Å)
C: 2.992 -0.679 -0.006
C: 1.796 -0.002 0.173
O: 0.583 -0.684 -0.086
C: -0.610 0.075 -0.074
S: -0.714 1.729 -0.008
C: -1.729 -0.832 -0.116
N: -2.386 -1.832 0.143
H: 3.947 -0.143 0.007
H: 3.023 -1.745 -0.374
H: 1.796 1.138 0.316

Forces on the atoms, in the same order (eV/Å):
-2.53 0.29 -0.56
2.65 -0.11 -1.15
-1.03 1.86 0.63
1.99 1.15 -0.15
-0.17 -2.02 -0.08
-3.10 -6.40 2.07
3.47 6.18 -1.84
-0.59 -0.12 0.36
-0.20 1.28 0.70
-0.48 -2.13 0.02

HOMO level   -9.891 eV
Kohn-Sham gap   8.22 eV
Relative energy (zero: lowest compared OMol25 entry of this formula, charge and spin)   43.7 kcal per mole
E   -682.3011 Eh
SMILES   C=COC(=S)C#N
Total charge   0


[5]
DFT (the ωB97M-V functional and the def2-TZVPD basis) results for CH2N2O2S as an isolated structure.

Element x y z (Å)
C: 0.328 0.137 -1.388
N: 1.071 0.246 -2.357
N: 0.238 0.128 -0.070
O: 1.374 0.304 -3.505
O: -2.417 0.473 -0.643
S: -1.886 0.372 -2.045
H: -0.377 0.914 0.382
H: 0.267 -0.801 0.465

Forces on the atoms, in the same order (eV/Å):
-1.10 0.27 -2.65
-0.23 -0.09 3.01
-0.44 0.21 3.44
0.00 -0.07 -1.38
0.00 0.04 -0.48
0.55 -0.10 0.60
1.48 -2.38 -1.25
-0.25 2.11 -1.30

HOMO level (spin up / spin down)   -8.919 / -8.240 eV
Kohn-Sham gap (spin up / spin down)   7.46 / 6.99 eV
Relative energy (zero: lowest compared OMol25 entry of this formula, charge and spin)   161.1 kcal per mole
E   -697.2942 Eh
Total charge   0


[6]
DFT (the ωB97M-V functional and the def2-TZVPD basis) results for a 2-piece molecular cluster, C3H9PS3 overall.

Element x y z (Å)
C: 2.767 0.481 1.538
C: 2.145 0.395 0.134
S: 1.069 -1.048 -0.045
C: 1.278 1.654 -0.177
S: 0.002 2.042 0.751
S: 1.556 2.303 -1.799
H: 3.067 -0.471 1.854
H: 3.631 1.087 1.619
H: 2.021 0.713 2.367
H: 2.855 0.378 -0.658
H: 0.443 -0.898 1.237
H: 0.712 3.225 -1.879
P: -2.645 -0.399 -0.758
H: -2.854 -1.600 -1.436
H: -1.310 -0.488 -0.558
H: -2.964 -0.818 0.525

Forces on the atoms, in the same order (eV/Å):
-1.86 0.06 0.68
-1.02 1.60 1.00
-0.31 -0.23 1.63
-1.17 -0.48 -0.27
0.42 0.49 0.00
2.63 -2.46 0.49
0.71 -1.74 0.04
0.63 1.05 -0.12
0.65 0.34 -1.43
0.96 -0.55 -0.44
0.82 -0.12 -1.80
-2.14 1.97 0.29
-1.48 1.27 -0.61
0.14 -0.48 0.08
1.22 -0.30 -0.01
-0.21 -0.41 0.45

HOMO level   -8.842 eV
Kohn-Sham gap   8.34 eV
Relative energy (zero: lowest compared OMol25 entry of this formula, charge and spin)   76.2 kcal per mole
E   -1655.5388 Eh
SMILES   C[C@@H](S)C(=S)S.P
Total charge   0